1.
A molecular structure, C14H20MoN4O2S, computed with ωB97M-V with the def2-TZVPD basis set.

Structure (XYZ):
```
42
Properties=species:S:1:pos:R:3:forces:R:3
H -0.118498 3.645687 0.989543 -0.01 0.00 0.00
N -2.102661 0.529671 -1.142602 -0.01 0.02 -0.01
H -1.362517 2.891925 2.636522 0.00 0.00 0.00
H -2.897879 0.044645 -1.562912 0.01 -0.02 0.01
H -3.796920 2.595387 0.970702 0.00 0.00 0.00
S -2.413032 -2.489179 -0.945806 -0.02 0.02 0.02
H -1.478883 0.703447 -1.931988 0.00 0.00 0.00
C -1.469527 2.861380 -0.454105 0.03 -0.01 0.00
H 0.628422 0.919944 0.092008 -0.01 0.01 0.02
N 0.751783 -0.951161 -0.444148 -0.04 0.03 -0.02
C -0.504520 2.664980 0.716861 0.01 0.00 -0.01
C -2.585726 1.835738 -0.604031 -0.01 -0.01 0.00
C -2.434482 1.231274 1.884639 -0.01 0.00 0.01
C 4.187501 -4.057399 -0.727336 -0.01 0.00 0.00
H -1.955695 3.826160 -0.298542 -0.01 0.00 0.00
H -1.700993 -0.534374 2.708017 0.01 0.00 -0.01
H -4.140855 0.929360 0.597873 0.00 0.00 0.00
C 1.764856 -0.668584 -1.397718 0.01 -0.05 0.04
C 1.063308 -2.137255 0.202544 0.01 -0.04 0.04
H -3.114575 -0.712546 1.955140 0.00 -0.01 -0.02
O 1.781097 0.354928 -2.032699 0.00 0.01 -0.01
N -2.204149 -0.256791 1.863119 0.00 0.03 0.00
H 5.519605 -3.394309 -2.263133 0.00 -0.01 0.00
C 4.611119 -3.176343 -1.718072 0.00 0.00 0.00
C 2.738188 -1.792081 -1.312028 0.00 0.02 -0.01
Mo -1.229304 -1.104546 0.103839 0.04 -0.01 -0.04
C 3.020401 -3.824176 -0.002953 0.00 0.00 0.00
C 3.890494 -2.021190 -2.028860 0.00 0.00 0.00
H 2.684823 -4.507808 0.764724 0.00 0.00 0.00
H 4.218573 -1.342814 -2.804517 0.00 0.00 0.00
H 1.484286 2.025076 0.983159 0.01 0.00 -0.01
H 4.773875 -4.941552 -0.518448 0.01 0.00 -0.01
H -0.372336 1.482680 2.546679 0.00 0.00 0.00
H -2.985934 1.427634 2.804701 0.00 0.00 0.00
H 1.126812 2.316709 -0.598295 -0.01 0.00 0.00
N 0.752436 1.932702 0.275418 -0.02 0.00 0.02
H -3.292156 2.244301 -1.328401 0.00 0.01 0.00
C -1.127199 2.046863 1.988618 0.01 0.00 0.00
C -3.323116 1.645576 0.714835 0.00 -0.01 0.01
O 0.215074 -2.535172 1.022863 0.01 0.01 -0.01
H -0.914589 2.971142 -1.390815 0.00 0.01 0.00
C 2.312893 -2.679926 -0.314394 -0.01 0.01 -0.01
```
Positions in Å, forces in eV/Å.

Values from the calculation:
- Net charge: +2
- Expectation value of S²: 2.02
- 2S+1: 3
- Energy above the lowest of the compared OMol25 structures with the same formula, charge and spin: 0.000 eV

Here are the Mulliken charges for atoms 1 to 8, given in e: 0.3566, -0.4150, 0.4341, 0.4377, 0.4556, -0.3450, 0.2099, -1.2763

=====

2.
A single C14H20N2O4S molecule, computed with ωB97M-V with the def2-TZVPD basis set.

Structure (XYZ):
```
41
Properties=species:S:1:pos:R:3:forces:R:3
C -3.997990 3.334763 -1.071501 0.58 -0.72 0.07
C 3.797161 -2.601656 -1.507776 -0.11 0.17 -0.18
H -3.521003 4.244282 -0.733625 0.08 0.17 0.08
C -1.416624 2.614124 1.337273 0.54 0.32 -0.04
C -0.295560 1.573785 1.154092 -0.03 0.03 -0.07
O -3.544530 0.741206 -1.082195 -0.18 -0.08 0.23
H 3.681083 -0.515970 -3.427405 -0.04 -0.03 0.01
O -1.624161 2.243450 -1.408156 0.17 0.21 0.20
H 0.396108 1.625336 1.997343 0.03 -0.02 0.01
C 3.706837 -3.471607 0.728786 0.13 -0.04 -0.15
N -2.703592 2.103411 0.917802 -0.18 -0.09 -1.09
C -2.014462 0.051702 2.123619 0.11 -0.01 -0.23
C 0.194935 -0.865296 1.305200 -0.46 0.31 -0.25
C 2.592309 -2.691766 0.994172 -0.08 0.04 0.07
H -1.610447 0.331671 3.097443 0.00 -0.07 0.03
H 4.102695 -4.113896 1.500077 0.03 -0.05 0.07
H 0.253606 1.785262 0.237072 0.06 0.02 0.08
H -4.189978 3.374109 -2.136008 0.03 -0.06 -0.19
H 4.278483 -2.580494 -2.472710 0.00 0.04 -0.10
H 0.704198 -0.527305 -0.637547 -0.10 -0.02 0.18
H -1.345830 0.014278 0.084987 0.15 -0.10 0.06
H 5.172489 -4.033996 -0.725679 0.07 -0.05 -0.02
C -0.907313 0.164918 1.077567 0.09 -0.12 0.44
C -3.166468 0.979726 1.712093 -0.38 -0.45 0.26
O 0.371955 -1.417577 2.369355 0.05 -0.11 0.24
H -1.514047 2.906342 2.385881 -0.04 0.03 -0.08
H -4.909159 3.141821 -0.522630 -0.15 -0.02 0.12
H 2.611283 -1.841826 -3.968209 0.01 0.03 0.04
C 2.648208 -0.877554 -3.451803 0.08 0.05 -0.27
N 0.952709 -1.048041 0.193981 0.16 0.09 -0.58
H -3.883712 0.444671 1.089745 -0.02 -0.06 0.27
H 2.116407 -2.718598 1.959656 -0.03 0.02 0.02
H -2.364853 -0.977391 2.192864 -0.02 0.02 0.10
O 2.101759 -0.963829 -2.159380 -0.07 -0.17 0.54
S -2.866963 1.960517 -0.746815 -0.91 0.94 -0.16
H 2.026873 -0.158991 -3.984004 0.08 -0.06 -0.02
C 2.073416 -1.863063 0.012575 0.17 -0.07 -0.07
H -3.686086 1.373902 2.591892 0.01 -0.05 -0.09
H -1.210354 3.503752 0.742637 0.14 0.08 0.23
C 2.685661 -1.816752 -1.256422 -0.02 -0.02 0.10
C 4.304953 -3.427420 -0.514245 0.04 -0.09 0.13
```
Positions in Å, forces in eV/Å.

Values from the calculation:
- SMILES: COc1ccccc1NC(=O)C1CCN(S(C)(=O)=O)CC1
- Energy above the lowest of the compared OMol25 structures with the same formula, charge and spin: 0.838 eV

Here are the Mulliken charges for atoms 1 to 8, given in e: -1.0618, -0.4729, 0.3117, -0.9493, -0.7116, -0.6361, 0.3558, -0.6016

=====

3.
2 unconnected molecules or ions with the total composition C14H20N2O5, computed with ωB97M-V with the def2-TZVPD basis set.

Structure (XYZ):
```
41
Properties=species:S:1:pos:R:3:forces:R:3
C -2.024470 -2.282862 1.095338 -1.02 -1.26 0.70
C 0.903390 4.857899 0.026444 -0.75 -0.61 0.11
H -2.208427 4.236162 1.456886 0.06 -0.08 -0.11
H 2.893524 -0.321115 2.027465 -0.18 0.02 0.03
H -0.722252 -3.296057 2.463489 0.16 -0.05 0.02
H 2.835903 3.397970 -1.980079 -0.36 -0.01 0.20
H -1.943387 -0.471313 0.320551 -0.05 -0.05 0.05
H 2.989202 -1.246999 0.529923 -0.09 0.12 -0.13
C -0.333374 4.885184 0.803587 0.24 -0.94 -0.82
H -1.012891 1.350884 -1.434746 0.26 0.02 -0.12
H 1.565892 5.706210 0.175411 -0.03 -0.13 -0.04
H -1.451133 -2.521139 -1.441046 0.11 -0.03 -0.06
C 1.363315 3.898961 -0.848357 0.25 1.37 0.70
O 0.429485 -0.222134 2.317931 -0.15 0.22 0.13
C -1.562639 2.803191 -0.026735 1.06 0.61 -0.13
H -0.396249 -0.602909 2.623624 -0.22 0.06 0.07
O 2.593244 4.155165 -1.411799 -1.24 -0.77 0.29
C 0.063030 -1.176947 0.135030 -0.43 -0.13 0.03
H 0.179610 -0.215490 -0.355053 -0.14 0.27 -0.09
C -1.304778 -3.530268 1.574973 -0.01 0.19 -0.24
C -1.385607 3.998948 0.787845 0.43 -0.12 -0.38
H 0.455332 -4.499493 -2.388699 -0.06 0.12 -0.04
H 0.093559 -3.268273 -3.612678 0.02 -0.14 -0.01
C 0.478230 -2.186781 -0.955447 0.97 -0.45 0.15
C -0.670924 2.230684 -0.902960 -0.93 1.34 1.33
O 1.308467 1.885088 -1.977610 0.69 0.05 -0.20
O 1.654493 -2.438318 -1.176885 -0.21 0.21 0.27
C 2.387318 -0.528896 1.084247 -0.17 -0.43 -0.23
H -2.528371 2.313316 0.066308 0.07 0.06 0.05
H -0.435613 5.726734 1.484187 0.09 -0.09 -0.14
C 0.686699 2.644035 -1.234823 0.05 -0.71 -0.72
C -0.282860 -3.763349 -2.715416 0.37 0.33 0.19
H 2.305610 0.395555 0.512317 0.04 0.03 -0.03
H -2.051660 -4.280325 1.834565 0.01 0.22 -0.04
H -1.217660 -4.274802 -2.950254 0.06 0.18 0.14
C 0.996437 -1.098517 1.365218 0.60 -0.02 0.07
N -0.500063 -2.774843 -1.660343 -1.24 -0.15 -0.09
O -3.229674 -2.191687 1.245302 -0.49 0.05 0.11
H 1.103056 -2.086015 1.812845 0.05 -0.25 -0.04
H -0.658857 -3.936796 0.801078 0.25 0.00 0.05
N -1.364907 -1.270658 0.528366 1.91 0.98 -1.03
```
Positions in Å, forces in eV/Å.

Values from the calculation:
- SMILES: CNC(=O)[C@@H](NC(C)=O)[C@@H](C)O.O=c1cccccc1O
- Energy above the lowest of the compared OMol25 structures with the same formula, charge and spin: 2.075 eV

Here are the Mulliken charges for atoms 1 to 8, given in e: 0.7491, -0.6494, 0.3261, 0.4038, 0.2606, 0.3511, 0.0094, 0.3402

=====

4.
2 unconnected molecules or ions with the total composition C14H20N2O6S, computed with ωB97M-V with the def2-TZVPD basis set.

Structure (XYZ):
```
43
Properties=species:S:1:pos:R:3:forces:R:3
C -1.795400 0.366466 -2.667912 0.09 -0.03 -0.17
H -4.013051 1.247277 4.882793 0.06 -0.04 -0.07
H -2.992245 -0.727661 6.051328 -0.02 0.01 -0.01
H -1.994227 0.971601 -3.555907 -0.03 0.02 0.08
H -2.103129 0.356484 7.116302 -0.02 0.03 0.03
H -0.889552 2.170584 2.234805 0.00 0.00 0.00
O 0.546924 0.090211 -4.280790 0.01 -0.11 0.18
C 0.726789 0.242002 -3.096495 -0.10 0.02 -0.10
O 1.569978 2.162570 0.338702 -0.12 -0.18 0.04
C -0.493586 1.245888 2.643436 0.04 0.04 0.05
H -1.728055 -1.864188 -2.393859 0.12 0.15 0.15
C -3.133249 1.366399 5.516516 -0.33 -0.01 0.21
H 4.280415 0.994411 -3.701319 -0.04 -0.01 0.15
C -3.016411 0.248898 6.531601 0.12 -0.09 -0.09
O -1.961552 1.490693 4.676715 0.13 -0.03 -0.03
O -2.950624 0.355739 2.735853 -0.04 -0.10 -0.02
C 2.177894 -2.618451 -1.976956 -0.26 0.11 0.08
N 3.030041 -0.636045 -3.266413 0.17 0.17 1.23
H -2.762032 -2.328822 -4.275359 -0.01 0.00 0.00
C 2.339997 0.670810 -1.304448 0.30 -0.11 -0.36
S -1.758965 0.411263 3.530314 0.04 0.21 0.07
H 2.483338 -2.251424 -0.993969 0.02 -0.01 -0.04
H -3.209469 2.330830 6.013960 0.09 0.04 -0.06
H -0.183651 0.574140 1.847965 -0.01 -0.03 0.01
H 4.944812 -0.588345 -4.077239 -0.04 -0.01 0.08
H 4.901510 -0.064183 -2.388986 -0.05 0.07 0.02
C -0.104277 1.186024 -1.006007 -0.46 -0.23 -0.33
H 0.341792 1.440664 3.309735 0.00 -0.01 0.01
O -1.230416 -0.793615 4.091554 -0.03 -0.07 -0.05
O 3.808652 -2.726514 -3.697079 0.12 0.14 0.31
C 1.290188 1.416227 -0.578770 0.15 0.19 0.05
H 1.131244 -2.328116 -2.103026 0.04 -0.05 -0.05
H -3.873193 0.279329 7.205102 -0.01 0.05 0.00
C 4.368298 -0.029882 -3.342464 0.09 -0.12 -0.72
H 3.321777 0.615365 -0.845906 -0.08 0.17 0.03
C 3.064920 -2.034565 -3.042998 0.02 -0.15 -0.82
N -2.643323 -1.323876 -4.157887 0.12 0.11 0.23
C 2.094404 0.096850 -2.485108 -0.09 -0.19 0.01
C -2.043451 -1.064460 -3.073778 -0.28 -0.22 -0.38
H -2.507296 0.633601 -1.882916 0.04 0.06 -0.01
C -0.398131 0.615561 -2.181054 0.11 0.03 0.31
H 2.269857 -3.699825 -2.003200 -0.02 0.02 -0.06
H -0.907548 1.500086 -0.346835 0.17 0.14 0.05
```
Positions in Å, forces in eV/Å.

Values from the calculation:
- SMILES: [H]/N=C/CC1=CC(=O)C=C(N(C)C(C)=O)C1=O.CCOS(C)(=O)=O
- Energy above the lowest of the compared OMol25 structures with the same formula, charge and spin: 1.229 eV

Here are the Mulliken charges for atoms 1 to 8, given in e: -0.9504, 0.3406, 0.3094, 0.2493, 0.2658, 0.3376, -0.5336, 0.3824

=====

5.
A molecular structure, C14H20N2Zr, computed with ωB97M-V with the def2-TZVPD basis set.

Structure (XYZ):
```
37
Properties=species:S:1:pos:R:3:forces:R:3
Zr 0.610889 -0.271476 -0.183566 0.68 -0.44 0.86
H 4.287572 -2.886456 -0.869279 -0.48 -0.60 0.42
H 0.174481 -1.283840 2.432249 0.47 0.31 -0.30
C -0.292310 3.978813 0.409110 0.65 -0.08 -0.08
H 1.543932 -0.556650 -2.904856 -0.34 0.45 -0.05
N -1.324170 -1.015698 -0.171584 -0.47 0.49 0.42
C 0.995834 -0.623240 2.057033 1.11 -0.30 -0.28
H 3.319733 -2.884578 0.705035 0.37 0.03 -0.33
H 0.893628 0.346815 2.603522 0.19 -0.60 -0.33
H 0.250997 4.934098 0.464208 -0.60 -0.44 0.01
H -0.869372 -3.031857 -0.362205 -0.66 0.15 -0.02
C 0.438705 2.814374 0.305717 -0.98 -1.06 -0.05
C -3.922780 -1.571148 -0.010893 -0.34 -0.40 -0.08
N -0.208024 1.615260 0.214353 -0.55 0.20 -0.26
H -3.405418 2.550033 0.369426 0.24 0.26 -0.07
C 3.568108 -2.363535 -0.228480 -0.33 -0.20 -0.58
C -2.320181 2.614529 0.330676 -0.50 -0.62 -0.05
C -2.150529 0.084923 0.055125 -0.87 -2.82 -0.37
H 2.625526 -2.296891 -0.822082 0.22 -0.18 -0.01
C 0.799699 0.059619 -2.361254 1.10 -0.13 -0.64
H 1.970518 -1.088870 2.332902 -0.73 0.35 0.18
H -4.982985 -1.803735 0.028667 0.06 0.22 0.06
C -3.046951 -2.642167 -0.198766 0.31 0.03 0.04
H 4.654077 -0.610617 -0.937285 0.01 -0.35 0.18
H 3.328424 -0.235960 0.094551 0.43 -0.08 0.46
C 4.151280 -0.994062 -0.040034 -0.44 1.49 -0.10
C -1.584191 1.445794 0.194330 1.39 1.85 0.30
H 4.848176 -0.929258 0.800602 -0.28 0.12 -0.11
H -4.212969 0.556755 0.308310 -0.11 -0.38 -0.06
C -1.672718 3.845566 0.420358 0.05 0.27 0.07
C -3.503040 -0.246723 0.128728 0.35 0.86 0.13
H -0.199516 -0.148799 -2.824804 0.51 0.04 0.46
C -1.705688 -2.324164 -0.251860 0.21 1.30 -0.02
H 1.021028 1.131102 -2.582780 0.01 -0.59 0.02
H -3.362979 -3.686572 -0.294260 -0.05 0.56 0.09
H -2.244837 4.749430 0.503703 -0.42 0.17 0.04
H 1.526052 2.769188 0.285384 -0.19 0.10 0.04
```
Positions in Å, forces in eV/Å.

Values from the calculation:
- Net charge: +2
- Energy above the lowest of the compared OMol25 structures with the same formula, charge and spin: 0.000 eV

Here are the Mulliken charges for atoms 1 to 8, given in e: 0.6614, 0.3428, 0.3251, -0.7003, 0.4154, 0.0170, -1.1512, 0.2836

=====

6.
A molecular structure, C14H20N7O3PS2Sn, computed with ωB97M-V with the def2-TZVPD basis set.

Structure (XYZ):
```
48
Properties=species:S:1:pos:R:3:forces:R:3
C -0.725051 -1.051022 3.770360 -0.22 -0.35 0.05
H 4.370991 4.355889 -0.187641 0.19 0.01 0.02
H -3.675150 2.388315 -3.319824 0.00 0.04 0.01
H 5.321923 0.845344 -3.220573 0.19 0.03 0.03
N 3.420516 3.989541 -0.168614 -0.05 -0.25 -0.09
N -3.083953 1.591770 -3.118887 0.01 0.06 0.03
N -1.808819 -2.978859 0.328589 -0.07 0.15 -0.27
Sn -0.473508 -0.522568 0.096457 0.02 0.03 -0.03
N -1.583007 1.609703 1.210336 0.17 -0.19 0.10
H 0.927146 0.044325 4.544064 0.00 -0.06 -0.02
C -2.854741 2.378724 -0.854497 -0.15 0.11 -0.31
H 3.061331 3.960844 -1.144832 -0.04 -0.02 0.02
C -2.558701 1.377293 -1.934647 -0.31 0.09 0.05
C -2.262531 -3.754470 -0.611846 -0.09 -0.28 0.23
H 4.324665 2.276641 0.733671 0.04 0.05 0.05
P 2.692944 1.466615 -0.975457 0.02 0.37 -0.47
H -1.655284 -2.581980 -2.275026 0.06 0.11 -0.02
C -2.767573 -4.708309 1.567487 0.00 -0.12 0.13
C -1.868394 -3.178680 4.058156 -0.10 -0.13 0.11
H 2.653353 2.540817 1.215221 -0.01 0.17 0.06
H 0.180210 0.741262 3.088915 0.03 0.09 -0.17
C -3.631953 3.513662 -1.058495 0.04 0.17 0.11
H -3.086670 -5.292739 2.422532 0.02 0.03 -0.10
C 4.081330 0.361261 -1.560360 -0.17 0.13 0.18
H 3.802185 -0.679489 -1.435989 0.04 -0.10 -0.13
N -1.025843 -1.557109 2.606938 0.16 0.24 0.06
C -2.217037 2.058902 0.356834 -0.06 0.07 -0.10
O -1.854962 0.383084 -1.654916 0.29 -0.17 0.20
H 4.049492 -0.089427 -3.635289 -0.05 -0.13 -0.04
C 3.343611 2.581119 0.378240 -0.06 -0.21 -0.18
H 3.782071 1.507372 -3.262488 -0.03 0.05 0.02
H 2.868881 4.657394 0.366496 -0.13 0.06 0.12
C -0.013785 0.225553 4.019192 -0.03 -0.07 0.23
N -4.242531 4.480344 -1.275879 0.11 -0.31 0.02
H -2.349319 -4.084767 4.407911 0.05 0.09 -0.02
O 2.477680 2.404249 -2.126094 0.06 -0.10 0.15
H -1.617484 -4.335680 -2.556318 0.03 -0.01 0.04
S -3.060129 -5.212203 0.006474 0.05 0.17 -0.13
O 1.564691 0.613270 -0.434630 0.00 -0.06 0.26
S -1.249463 -2.057545 5.125884 0.11 0.16 -0.09
H 4.991823 0.531111 -0.990472 0.07 0.00 -0.07
H -3.151550 -3.497844 -2.528306 -0.01 0.01 0.04
H -0.605135 0.876983 4.666856 -0.04 -0.02 -0.04
C -1.677333 -2.775649 2.732486 0.08 0.17 -0.02
C -2.079331 -3.486688 1.586149 0.01 0.07 -0.11
H -2.916073 0.937399 -3.869789 0.02 -0.06 -0.05
N 4.339643 0.666673 -3.016665 -0.15 0.03 0.14
C -2.159193 -3.520448 -2.071714 -0.09 -0.13 0.00
```
Positions in Å, forces in eV/Å.

Values from the calculation:
- E: -2505.13781 a.u.
- Net charge: +4

Here are the Mulliken charges for atoms 1 to 8, given in e: 0.5433, 0.3547, 0.2200, 0.3599, -0.2562, -0.3035, 0.1198, 1.2661